#one
Entry from OMol25: a 14-piece molecular cluster, H28O14 overall (ωB97M-V/def2-TZVPD).

The geometry in XYZ format:
```
42
Properties=species:S:1:pos:R:3:lowdin_charge:R:1
H -0.049 -0.335 -0.430 0.034
H 0.863 0.878 -0.354 0.044
H 2.456 -1.584 0.458 -0.017
H 2.757 -2.929 1.097 0.021
H 1.834 2.658 -2.823 0.005
H 1.030 3.229 -1.666 0.029
H 0.625 0.322 3.162 0.033
H 1.099 1.062 1.922 0.031
H 3.662 0.056 -3.959 0.039
H 2.181 0.338 -3.764 0.038
H -2.644 0.147 2.584 0.020
H -3.427 1.321 2.018 -0.010
H 0.907 -2.723 4.203 0.040
H 2.023 -2.534 3.189 0.010
H -4.334 -1.783 -2.714 0.075
H -4.859 -1.427 -1.333 0.052
H -4.328 -1.845 0.199 0.012
H -3.133 -1.008 0.624 0.033
H 4.188 3.085 -1.096 0.020
H 4.727 3.535 0.252 0.033
H -2.585 -2.079 -0.433 -0.010
H -3.224 -3.451 -0.565 0.046
H 4.850 -1.681 -0.455 0.060
H 4.900 -0.686 0.693 0.057
H -2.113 2.894 1.317 0.057
H -3.498 2.790 0.699 0.051
H -2.637 0.852 -1.945 0.038
H -1.234 0.462 -1.507 0.012
O 0.746 -0.008 0.005 -0.050
O 2.039 -2.416 0.709 -0.080
O 1.082 3.229 -2.629 -0.050
O 0.481 0.381 2.211 -0.077
O 3.029 0.379 -3.308 -0.055
O -3.120 0.942 2.850 -0.070
O 1.549 -2.075 3.892 -0.057
O -4.047 -1.642 -1.805 -0.072
O -3.831 -1.571 0.978 -0.032
O 4.817 3.695 -0.694 -0.056
O -2.546 -2.888 -0.955 -0.095
O 4.282 -1.169 0.132 -0.041
O -2.600 2.451 0.612 -0.066
O -1.916 1.129 -1.369 -0.054
```

HOMO ... -0.35902 Ha
Total charge ... 0

***

#two
Entry from OMol25: a 14-piece molecular cluster, H28O14 overall (ωB97M-V/def2-TZVPD).

The geometry in XYZ format:
```
42
Properties=species:S:1:pos:R:3:lowdin_charge:R:1
O -2.308 0.726 -0.881 -0.035
H -1.511 0.362 -0.486 -0.023
H -2.298 0.624 -1.805 0.034
O -0.071 1.049 -2.603 -0.031
H 0.643 1.380 -3.143 0.062
H -0.100 1.653 -1.877 -0.029
O -0.183 2.912 -0.655 -0.040
H 0.283 2.611 0.179 0.031
H 0.320 3.616 -1.030 0.050
O -0.006 0.273 0.381 -0.016
H 0.556 0.280 -0.364 0.001
H 0.081 -0.615 0.593 -0.004
O 2.416 1.226 -0.641 0.009
H 2.932 1.114 0.129 0.064
H 2.489 2.152 -0.706 0.053
O 0.585 2.428 2.072 -0.077
H 0.349 1.600 1.602 -0.007
H 1.577 2.362 2.085 0.068
O 2.789 -0.707 -2.550 -0.039
H 2.040 -0.759 -3.087 -0.012
H 2.588 -0.081 -1.827 -0.013
O 1.374 -0.370 3.010 -0.068
H 0.845 0.169 3.609 0.043
H 0.965 -1.179 2.668 -0.015
O -0.091 -1.618 -1.571 -0.066
H -0.371 -2.407 -2.089 0.119
H -0.125 -0.831 -2.138 0.038
O -2.692 -2.072 -1.086 -0.059
H -2.709 -1.719 -0.179 -0.008
H -1.809 -1.882 -1.294 -0.078
O -2.394 -1.083 1.478 -0.038
H -1.558 -1.551 1.635 -0.010
H -3.102 -1.505 1.955 0.064
O 2.062 -2.271 -0.080 -0.079
H 2.994 -1.900 -0.080 0.080
H 1.525 -1.926 -0.794 -0.041
O -2.560 2.454 1.123 -0.054
H -2.457 2.100 1.989 0.007
H -2.344 1.780 0.468 -0.037
O -0.151 -2.420 2.030 -0.045
H -0.240 -2.910 1.204 0.082
H -0.332 -3.051 2.758 0.117
```

HOMO ... -0.35566 Ha
Total charge ... 0

***

Stability summary - winner: #two; margin: 75.1 kcal/mol.

***

#one
Entry from OMol25: a 2-piece molecular cluster, H2N2O3S overall (ωB97M-V/def2-TZVPD).

The geometry in XYZ format:
```
8
Properties=species:S:1:pos:R:3:lowdin_spin:R:1
N 1.732 1.668 -0.142 0.655
N -1.472 -0.172 -0.054 0.139
O 2.619 1.147 -0.664 0.434
O 0.647 -1.154 -0.835 0.205
O 0.212 -0.990 1.537 0.230
S 0.129 -0.327 0.235 0.328
H -1.983 -0.061 0.885 0.004
H -1.883 -0.111 -0.964 0.005
```

HOMO (spin up / spin down) ... -0.32447 / -0.41972 Ha
Multiplicity ... 3
Total charge ... 0

***

#two
Entry from OMol25: a 2-piece molecular cluster, H2N2O3S overall (ωB97M-V/def2-TZVPD).

The geometry in XYZ format:
```
8
Properties=species:S:1:pos:R:3:lowdin_spin:R:1
N -0.207 -0.027 0.406 0.012
N -0.690 -1.178 0.625 0.273
O -1.237 -1.243 2.480 1.699
O -2.377 -3.191 -0.025 -0.005
O -1.755 -1.449 -1.659 0.003
S -2.132 -1.815 -0.306 0.007
H -0.250 0.707 1.112 0.003
H 0.164 0.144 -0.530 0.008
```

HOMO (spin up / spin down) ... -0.34627 / -0.38023 Ha
Multiplicity ... 3
Total charge ... 0

***

Stability summary - winner: #one; margin: 82.9 kcal/mol.

***

#one
Entry from OMol25: a 10-piece molecular cluster, C30H80O10 overall (ωB97M-V/def2-TZVPD).

The geometry in XYZ format:
```
120
Properties=species:S:1:pos:R:3:lowdin_charge:R:1
C 15.533 13.489 14.476 -0.053
C 16.199 13.781 13.139 -0.474
C 17.665 13.357 13.202 -0.058
O 15.545 13.108 12.071 -0.093
H 14.575 13.923 14.545 0.050
H 16.229 13.979 15.255 0.114
H 15.523 12.398 14.537 0.069
H 16.169 14.867 12.803 0.161
H 18.236 13.524 12.291 0.076
H 17.740 12.261 13.434 0.082
H 18.130 13.817 14.102 0.083
H 15.438 12.174 12.301 0.042
C 8.253 11.663 15.480 -0.041
C 8.047 13.087 14.941 -0.453
C 8.533 14.145 15.936 -0.037
O 8.844 13.253 13.771 -0.095
H 8.142 10.976 14.613 0.088
H 7.467 11.364 16.208 0.092
H 9.242 11.513 15.865 0.050
H 6.993 13.244 14.727 0.134
H 7.783 14.184 16.710 0.075
H 8.371 15.178 15.560 0.084
H 9.482 13.909 16.316 0.045
H 8.428 12.915 12.949 0.067
C 9.214 14.090 9.834 -0.048
C 8.522 12.780 9.851 -0.465
C 9.114 11.662 9.010 -0.054
O 8.466 12.244 11.202 -0.062
H 10.238 13.981 10.063 0.054
H 8.817 14.645 10.689 0.089
H 9.019 14.723 8.964 0.096
H 7.507 12.955 9.453 0.139
H 9.199 11.892 7.921 0.100
H 8.452 10.808 9.065 0.077
H 10.137 11.458 9.398 0.078
H 8.662 11.324 11.228 0.071
C 10.713 7.403 9.968 -0.044
C 11.448 7.842 8.701 -0.500
C 12.742 8.499 8.974 -0.058
O 11.546 6.798 7.712 -0.035
H 10.413 8.186 10.669 0.071
H 11.440 6.833 10.539 0.070
H 9.876 6.818 9.662 0.071
H 10.769 8.532 8.267 0.117
H 13.179 8.907 8.085 0.079
H 13.491 7.890 9.577 0.103
H 12.458 9.286 9.646 0.055
H 12.290 6.239 7.918 0.077
C 11.882 12.120 17.535 -0.035
C 12.991 11.351 16.801 -0.459
C 13.810 10.461 17.701 -0.051
O 12.434 10.417 15.872 -0.122
H 11.327 12.745 16.798 0.063
H 12.270 12.815 18.255 0.070
H 11.202 11.413 18.021 0.089
H 13.701 12.033 16.205 0.146
H 14.643 10.048 17.103 0.088
H 13.198 9.600 18.009 0.096
H 14.220 10.934 18.518 0.048
H 11.858 10.925 15.231 0.049
C 12.254 11.147 11.889 -0.030
C 12.350 12.149 13.056 -0.369
C 12.067 13.606 12.542 -0.022
O 11.309 11.842 14.053 -0.095
H 11.726 11.554 11.058 0.044
H 12.008 10.118 12.240 0.065
H 13.313 10.998 11.475 0.080
H 13.312 12.082 13.487 0.087
H 12.176 14.353 13.398 0.088
H 11.026 13.665 12.266 0.045
H 12.845 13.741 11.732 0.091
H 10.501 12.371 13.917 0.057
C 14.828 14.102 7.775 -0.073
C 15.042 13.390 9.054 -0.553
C 14.801 11.865 8.814 -0.046
O 16.359 13.601 9.417 -0.062
H 13.912 13.755 7.370 0.058
H 15.620 13.800 7.102 0.085
H 14.811 15.198 7.915 0.094
H 14.357 13.803 9.791 0.118
H 15.716 11.463 8.280 0.106
H 13.801 11.740 8.323 0.081
H 14.755 11.348 9.783 0.033
H 16.458 13.510 10.403 0.079
C 16.952 8.712 13.703 -0.043
C 16.442 9.474 12.461 -0.473
C 15.839 8.688 11.352 -0.046
O 15.468 10.462 12.867 -0.135
H 16.120 8.090 14.166 0.079
H 17.214 9.428 14.502 0.079
H 17.820 8.083 13.413 0.084
H 17.308 10.109 12.137 0.144
H 14.817 8.456 11.610 0.053
H 16.530 7.888 11.139 0.083
H 15.723 9.349 10.427 0.096
H 14.753 9.925 13.328 0.073
C 10.597 17.100 14.622 -0.045
C 11.528 18.035 13.724 -0.460
C 12.249 19.080 14.489 -0.089
O 12.580 17.244 13.064 -0.082
H 11.276 16.199 14.760 0.086
H 9.705 16.860 14.067 0.051
H 10.286 17.542 15.575 0.068
H 10.860 18.586 13.024 0.135
H 11.494 19.521 15.174 0.086
H 12.610 19.919 13.957 0.057
H 13.127 18.595 15.014 0.110
H 12.285 16.898 12.208 0.082
C 13.399 6.406 14.425 -0.036
C 12.834 7.668 13.727 -0.504
C 11.404 7.826 13.940 -0.072
O 13.530 8.874 14.072 -0.099
H 13.386 6.491 15.522 0.087
H 14.422 6.318 14.063 0.062
H 12.792 5.537 14.100 0.086
H 13.077 7.525 12.651 0.125
H 11.205 7.979 14.980 0.080
H 10.836 6.959 13.546 0.097
H 11.028 8.754 13.389 0.090
H 13.130 9.283 14.875 0.056
```

HOMO ... -0.34217 Ha
Structure (SMILES) ... CC(C)O.CC(C)O.CC(C)O.CC(C)O.CC(C)O.CC(C)O.CC(C)O.CC(C)O.CC(C)O.CC(C)O
Total charge ... 0

***

#two
Entry from OMol25: a 10-piece molecular cluster, C30H80O10 overall (ωB97M-V/def2-TZVPD).

The geometry in XYZ format:
```
120
Properties=species:S:1:pos:R:3:lowdin_charge:R:1
C 2.720 -1.962 7.116 -0.076
C 2.262 -0.662 6.521 -0.509
C 2.743 0.571 7.342 -0.051
O 2.737 -0.569 5.217 -0.047
H 2.149 -2.264 7.994 0.082
H 3.760 -1.991 7.442 0.076
H 2.751 -2.792 6.410 0.079
H 1.172 -0.644 6.525 0.135
H 2.203 0.760 8.270 0.074
H 2.688 1.481 6.745 0.073
H 3.794 0.463 7.611 0.070
H 3.677 -0.767 5.205 0.093
C 4.643 4.326 0.980 -0.058
C 4.154 5.737 1.318 -0.517
C 4.977 6.877 0.666 -0.047
O 2.794 5.890 0.974 -0.045
H 4.223 4.041 0.016 0.081
H 4.206 3.642 1.708 0.072
H 5.728 4.229 0.980 0.077
H 4.252 5.873 2.395 0.124
H 4.787 6.786 -0.403 0.076
H 6.040 6.717 0.846 0.077
H 4.514 7.811 0.986 0.077
H 2.369 5.107 1.331 0.084
C 3.810 -4.593 -1.173 -0.056
C 4.717 -4.537 0.088 -0.494
C 4.151 -5.217 1.338 -0.051
O 5.992 -5.078 -0.184 -0.057
H 4.213 -4.125 -2.071 0.070
H 2.897 -4.023 -1.001 0.070
H 3.563 -5.628 -1.405 0.076
H 4.894 -3.481 0.291 0.123
H 4.136 -6.299 1.211 0.081
H 3.172 -4.837 1.633 0.076
H 4.770 -4.988 2.205 0.074
H 6.383 -4.773 -1.006 0.087
C 0.273 -0.094 -6.770 -0.055
C 0.687 -0.300 -8.238 -0.494
C -0.341 0.231 -9.208 -0.071
O 1.920 0.388 -8.409 -0.062
H -0.631 -0.659 -6.543 0.072
H 0.077 0.950 -6.525 0.079
H 1.098 -0.522 -6.201 0.077
H 0.986 -1.312 -8.512 0.138
H -1.342 -0.186 -9.102 0.076
H -0.031 0.096 -10.244 0.080
H -0.552 1.291 -9.062 0.077
H 1.720 1.324 -8.341 0.081
C -2.750 -8.162 7.190 -0.050
C -2.205 -6.728 7.559 -0.478
C -2.335 -5.720 6.374 -0.054
O -3.045 -6.271 8.573 -0.064
H -2.609 -8.852 8.021 0.064
H -2.238 -8.648 6.360 0.068
H -3.824 -8.078 7.022 0.078
H -1.189 -6.668 7.949 0.127
H -2.138 -4.703 6.715 0.073
H -3.356 -5.767 5.994 0.072
H -1.771 -5.937 5.467 0.071
H -2.818 -6.735 9.382 0.092
C -5.741 2.759 -4.636 -0.069
C -6.038 3.806 -5.721 -0.498
C -5.043 3.795 -6.867 -0.067
O -7.253 3.362 -6.261 -0.059
H -6.578 2.683 -3.942 0.078
H -4.924 3.043 -3.972 0.071
H -5.458 1.764 -4.981 0.078
H -6.036 4.812 -5.301 0.141
H -4.950 2.800 -7.302 0.079
H -4.068 4.042 -6.445 0.079
H -5.372 4.537 -7.594 0.083
H -7.072 2.478 -6.588 0.085
C 2.368 5.801 -6.212 -0.047
C 1.886 6.359 -7.559 -0.508
C 2.747 7.545 -8.055 -0.058
O 1.860 5.395 -8.578 -0.059
H 2.334 6.593 -5.464 0.079
H 3.378 5.428 -6.381 0.083
H 1.723 5.005 -5.840 0.073
H 0.835 6.633 -7.466 0.127
H 3.735 7.262 -8.419 0.084
H 2.792 8.321 -7.291 0.072
H 2.214 8.096 -8.829 0.069
H 1.410 5.775 -9.336 0.087
C 0.050 0.254 -0.118 -0.055
C -0.885 0.580 1.052 -0.503
C -1.392 -0.584 1.833 -0.066
O -0.229 1.483 1.953 -0.059
H -0.300 -0.581 -0.725 0.074
H 0.978 -0.151 0.285 0.074
H 0.311 1.158 -0.668 0.079
H -1.756 1.069 0.615 0.132
H -1.764 -1.332 1.133 0.082
H -2.244 -0.272 2.437 0.083
H -0.631 -0.965 2.514 0.083
H 0.265 0.990 2.612 0.076
C -0.620 -8.985 0.352 -0.059
C -2.080 -8.529 0.013 -0.490
C -2.152 -7.035 -0.284 -0.065
O -2.477 -9.311 -1.083 -0.051
H -0.529 -10.071 0.365 0.074
H -0.347 -8.685 1.363 0.067
H 0.148 -8.563 -0.297 0.071
H -2.729 -8.790 0.849 0.134
H -3.149 -6.693 -0.561 0.080
H -1.414 -6.709 -1.016 0.077
H -1.852 -6.498 0.616 0.077
H -2.002 -8.905 -1.812 0.085
C -4.093 5.692 4.393 -0.060
C -3.313 5.326 5.663 -0.511
C -3.905 4.051 6.222 -0.079
O -1.995 5.075 5.310 -0.046
H -3.986 4.888 3.665 0.077
H -3.690 6.594 3.933 0.076
H -5.156 5.857 4.566 0.078
H -3.315 6.072 6.457 0.141
H -4.187 3.325 5.460 0.077
H -4.758 4.272 6.864 0.078
H -3.239 3.475 6.864 0.077
H -1.938 4.384 4.646 0.091
```

HOMO ... -0.36758 Ha
Structure (SMILES) ... CC(C)O.CC(C)O.CC(C)O.CC(C)O.CC(C)O.CC(C)O.CC(C)O.CC(C)O.CC(C)O.CC(C)O
Total charge ... 0

***

Stability summary - winner: #one; margin: 39.1 kcal/mol.

***

#one
Entry from OMol25: a single C10H10N2 molecule (ωB97M-V/def2-TZVPD).

The geometry in XYZ format:
```
22
Properties=species:S:1:pos:R:3:lowdin_charge:R:1
C 1.422 2.049 0.115 -0.012
N 0.950 0.742 -0.403 -0.104
C -0.350 0.446 -0.041 -0.177
C -1.400 1.197 0.486 -0.016
C -2.623 0.537 0.694 -0.113
C -2.829 -0.732 0.338 -0.104
C -1.767 -1.540 -0.109 -0.030
C -0.547 -0.974 -0.199 -0.155
C 0.701 -1.698 -0.691 0.007
C 1.773 -0.427 -0.627 -0.229
C 2.842 -0.637 0.297 -0.205
N 3.650 -0.803 1.059 0.174
H 2.386 2.231 -0.243 0.070
H 0.585 2.738 -0.168 0.104
H 1.536 2.043 1.145 0.066
H -1.390 2.243 0.767 0.100
H -3.457 1.190 0.816 0.101
H -3.702 -1.188 0.652 0.080
H -1.764 -2.545 -0.441 0.108
H 1.049 -2.557 -0.164 0.110
H 0.690 -1.982 -1.665 0.074
H 2.247 -0.332 -1.618 0.150
```

HOMO ... -0.29258 Ha
Structure (SMILES) ... CN1c2ccccc2C[C@@H]1C#N
Total charge ... 0

***

#two
Entry from OMol25: a single C10H10N2 molecule (ωB97M-V/def2-TZVPD).

The geometry in XYZ format:
```
22
Properties=species:S:1:pos:R:3:lowdin_charge:R:1
C 3.274 0.875 -0.001 -0.050
C 1.914 0.161 -0.124 -0.377
C 1.887 -1.200 -0.153 -0.043
C 0.663 -1.902 0.090 0.003
C -0.496 -1.207 0.028 -0.241
C -1.774 -1.726 0.102 -0.078
C -2.802 -0.864 -0.046 -0.145
C -2.795 0.510 -0.109 -0.077
C -1.591 1.145 0.096 -0.192
N -1.257 2.530 0.031 0.112
C -0.379 0.200 0.134 -0.099
N 0.825 0.886 0.156 0.122
H 4.148 0.200 -0.625 0.139
H 3.518 0.591 1.125 0.109
H 3.257 1.950 -0.115 0.049
H 2.769 -1.788 -0.419 0.108
H 0.538 -3.023 0.418 0.160
H -1.883 -2.750 -0.042 0.092
H -3.789 -1.417 -0.071 0.123
H -3.923 1.022 -0.261 0.169
H -0.220 2.623 -0.017 0.089
H -1.885 3.184 -0.199 0.030
```

HOMO ... -0.27967 Ha
Structure (SMILES) ... Cc1ccc2cccc(N)c2n1
Total charge ... 0

***

Stability summary - winner: #one; margin: 4.4 kcal/mol.